# 1
This record from OMol25 describes a structure of composition C11H33CoN2O3P3 at a distorted geometry. The level of theory is ωB97M-V/def2-TZVPD.

Each line ends with the natural charge from an NBO analysis.
CARTESIAN COORDINATES (ANGSTROEM)
Co: -0.208409 0.415181 -0.081851  1.176
C: 3.295091 1.402481 -1.431451  -0.947
P: 2.294491 0.299781 -0.381951  0.899
C: 2.877791 -1.379519 -0.797151  -0.949
C: 2.930891 0.587581 1.336049  -0.721
C: 1.999991 0.002681 2.389549  -0.721
P: 0.288291 0.670681 2.229249  0.942
C: 0.372891 2.418281 2.744449  -0.951
C: -0.647309 -0.095719 3.581749  -0.944
H: 4.351191 1.194281 -1.253951  0.294
H: 3.107891 2.450781 -1.209351  0.263
H: 3.083091 1.215081 -2.482851  0.275
H: 3.960191 -1.417719 -0.645251  0.284
H: 2.662591 -1.610119 -1.840251  0.272
H: 2.399791 -2.128619 -0.167751  0.270
H: 3.053191 1.662481 1.487449  0.258
H: 3.923791 0.129181 1.411149  0.293
H: 2.364391 0.236681 3.397249  0.296
H: 1.951891 -1.088319 2.303849  0.266
H: 0.801591 2.459481 3.748049  0.300
H: -0.634709 2.827781 2.800049  0.277
H: 0.975691 3.034181 2.081449  0.258
H: -0.161509 0.158581 4.527749  0.298
H: -0.675209 -1.177519 3.476549  0.277
H: -1.661609 0.302581 3.606049  0.276
N: -2.440109 0.996481 -0.232451  -0.893
C: -2.568709 2.441381 -0.454351  -0.247
C: -1.560709 2.847281 -1.522951  -0.248
N: -0.218709 2.392581 -1.106551  -0.891
H: -2.801809 0.488181 -1.042551  0.407
H: -3.031709 0.719181 0.551449  0.419
H: -2.358409 2.958581 0.486649  0.207
H: -3.580509 2.719681 -0.774551  0.254
H: -1.600009 3.934581 -1.653051  0.252
H: -1.811609 2.382881 -2.477851  0.221
H: 0.131091 3.049081 -0.404751  0.402
H: 0.410991 2.464981 -1.907851  0.418
C: -0.115309 -4.137919 -1.281051  -0.266
O: -0.078309 -2.899619 -0.526651  -0.830
P: -1.002409 -1.647719 -0.862151  1.769
O: -2.464009 -1.982319 -0.302551  -0.821
C: -2.834509 -2.735519 0.845749  -0.260
O: -1.348809 -1.733019 -2.397351  -0.799
C: -1.099809 -0.833319 -3.477551  -0.247
H: 0.514291 -4.833819 -0.724851  0.234
H: 0.298891 -3.996319 -2.280351  0.210
H: -1.131609 -4.522819 -1.364751  0.216
H: -3.798809 -3.189519 0.601849  0.245
H: -2.965709 -2.075019 1.707549  0.181
H: -2.115209 -3.519519 1.075749  0.206
H: -0.615009 -1.393919 -4.280751  0.242
H: -0.460109 0.000881 -3.175551  0.152
H: -2.059309 -0.465619 -3.847351  0.225

Atoms 1-3, force components in eV/Å:
Co -0.82 1.39 -1.02
C -0.46 0.01 -0.05
P 1.19 -0.25 0.59

Results
expectation value of S² = 6.0124
2S+1 = 5
net charge = +3

# 2
This record from OMol25 describes a structure of composition C8H20N2OP at a distorted geometry. The level of theory is ωB97M-V/def2-TZVPD.

Each line ends with the natural charge from an NBO analysis.
CARTESIAN COORDINATES (ANGSTROEM)
C: 2.130403 3.236025 -0.467306  -0.112
C: 1.282484 2.057732 -0.674271  0.061
C: -4.210176 0.203142 -0.196827  -0.609
C: -0.194973 1.915802 -0.354988  -0.529
C: -2.772223 0.733958 -0.262895  -0.419
C: -1.761562 0.171703 0.683073  -0.495
C: -0.490497 0.901036 0.739993  0.140
C: 1.362868 -0.964534 0.102280  -0.048
N: 0.764790 -2.044700 -0.263596  -0.754
N: 2.015390 -4.196204 0.023285  -0.994
O: 2.221712 2.054371 0.376792  -0.527
P: 3.049091 -0.564719 0.156935  0.347
H: 3.022238 3.344650 -1.139410  0.204
H: 1.973997 4.125658 0.195904  0.220
H: 1.453653 1.368662 -1.460763  0.193
H: -4.264653 -0.900693 0.016346  0.215
H: -4.721622 0.762987 0.723599  0.214
H: -4.727897 0.582202 -1.157844  0.236
H: -0.770198 1.662985 -1.322916  0.255
H: -0.483782 2.951151 0.122849  0.271
H: -2.502710 0.687888 -1.302136  0.209
H: -2.907667 1.872551 -0.057660  0.209
H: -1.590585 -0.996744 0.246899  0.208
H: -2.129005 0.003341 1.708993  0.256
H: 0.102398 0.820745 1.642099  0.231
H: 1.130860 -3.201148 -0.238684  0.426
H: -0.302854 -2.009645 -0.027255  0.357
H: 1.716960 -5.013102 0.574434  0.413
H: 2.155865 -4.556355 -0.840742  0.386
H: 3.048585 -3.900898 0.218978  0.414
H: 2.878528 0.374551 1.190772  0.054
H: 3.520570 -1.482412 1.044074  -0.032

Atoms 1-3, force components in eV/Å:
C 1.75 0.44 0.47
C -1.10 0.45 0.74
C -1.19 1.24 1.46

Results
ΔE to the lowest compared entry with this formula, charge and spin = 527.5 kJ/mol
2S+1 = 1
net charge = +1

# 3
This record from OMol25 describes a structure of composition C44H42AsN3O2S2V at a distorted geometry. The level of theory is ωB97M-V/def2-TZVPD.

Each line ends with the Löwdin charge.
CARTESIAN COORDINATES (ANGSTROEM)
V: -0.178229 -0.345831 1.072994  0.745
C: 2.575659 -4.547942 -1.212853  -0.077
C: 1.430253 -3.570912 -1.601789  -0.203
C: 0.020023 -3.881228 -1.224903  -0.182
C: -0.544065 -4.909856 -1.979941  -0.034
C: -1.907132 -5.069303 -1.921425  -0.050
C: -2.721604 -4.284728 -1.059365  -0.028
C: -2.140651 -3.424957 -0.148293  -0.152
C: -3.087354 -2.804056 0.863858  -0.234
C: -3.376484 -3.556281 2.115096  -0.111
C: -0.730212 -3.230488 -0.240807  -0.164
N: -0.057884 -2.387471 0.669533  -0.032
C: 1.063390 -2.827031 1.241242  -0.076
C: 2.082369 -2.002270 1.683831  -0.316
C: 3.422388 -2.196104 2.102841  -0.019
C: 3.979812 -0.932088 2.340553  -0.099
C: 3.015804 0.011381 2.109488  -0.135
N: 1.863172 -0.607770 1.600623  -0.067
H: 3.571697 -4.066815 -1.073411  0.083
H: 2.677924 -5.294033 -1.977215  0.058
H: 2.356049 -5.087460 -0.265091  0.072
H: 1.393469 -3.635041 -2.686581  0.109
H: 1.663510 -2.582154 -1.220049  0.083
H: 0.055147 -5.546560 -2.607797  0.121
H: -2.433427 -5.764230 -2.562971  0.105
H: -3.805415 -4.276266 -1.141608  0.115
H: -4.044154 -2.807959 0.256100  0.121
H: -2.865101 -1.716693 1.004625  0.062
H: -4.077648 -4.395523 1.908372  0.091
H: -3.873466 -2.959545 2.860467  0.061
H: -2.502831 -3.995111 2.604573  0.077
H: 1.294426 -3.935483 1.198255  0.159
H: 3.938325 -3.181276 2.153345  0.124
H: 4.958254 -0.716855 2.715526  0.097
H: 3.049710 1.090563 2.055613  0.108
C: 0.072787 3.818138 1.807373  0.023
C: -0.635984 2.544184 1.400988  -0.277
O: 0.227478 1.600202 1.170577  -0.230
C: -2.102172 2.392961 1.362917  -0.101
C: -3.006003 3.504967 1.464354  -0.020
C: -4.363189 3.430759 1.107937  -0.079
C: -4.916621 2.220590 0.645599  -0.076
C: -4.121658 1.138800 0.464755  0.004
C: -2.700450 1.207244 0.832176  -0.311
O: -2.014132 0.179860 0.327806  -0.258
H: 1.102259 3.588467 1.512172  0.093
H: -0.000873 3.992223 2.863561  0.090
H: -0.319915 4.690398 1.227691  0.106
H: -2.675601 4.492361 1.776445  0.110
H: -4.967082 4.377656 1.161291  0.122
H: -6.023258 2.182858 0.458618  0.132
H: -4.399321 0.162940 0.060925  0.121
S: -1.298324 -0.706516 3.236648  0.766
C: -0.879468 -0.331369 4.805915  -1.043
N: 0.378130 -0.045861 5.198267  -0.029
C: 0.556506 -0.003175 6.662614  -0.217
C: -0.795106 0.201634 7.323231  -0.401
S: -2.045422 -0.332030 6.096001  0.983
H: 1.118850 0.070603 4.510861  0.139
H: 1.277831 0.851453 6.928905  0.147
H: 1.075272 -0.916961 7.051237  0.133
H: -1.031704 1.230670 7.576434  0.078
H: -0.880910 -0.439223 8.219459  0.093
C: 0.314286 -0.318441 -6.135738  -0.073
C: 1.441286 -0.760445 -5.417569  -0.078
C: 1.495697 -0.502073 -4.067825  -0.125
C: 0.461685 0.179586 -3.394059  -0.346
C: -0.747821 0.411741 -4.074414  -0.103
C: -0.744951 0.274732 -5.445166  -0.091
As: 0.711304 0.686055 -1.496735  1.414
C: -0.036168 2.567066 -1.800940  -0.256
C: -1.383270 2.900515 -1.926988  -0.124
C: -1.777730 4.180617 -2.263469  -0.055
C: -0.801626 5.210563 -2.247547  -0.068
C: 0.547529 4.910918 -2.108741  -0.031
C: 0.960990 3.564550 -2.027804  -0.155
C: 2.361945 3.009890 -1.935354  -0.182
C: 3.509169 3.693927 -2.390571  -0.007
C: 4.753511 3.030735 -2.309352  -0.067
C: 4.808207 1.720200 -1.820550  -0.078
C: 3.636329 1.034671 -1.462535  -0.114
C: 2.414514 1.651709 -1.611539  -0.333
H: 0.360711 -0.230861 -7.223950  0.109
H: 2.262023 -1.288699 -5.921667  0.114
H: 2.272967 -0.888561 -3.445022  0.082
H: -1.605129 0.795477 -3.503293  0.096
H: -1.698659 0.507294 -5.969866  0.120
H: -2.093726 2.118365 -1.905188  0.082
H: -2.803516 4.388566 -2.536957  0.107
H: -1.110243 6.230806 -2.195509  0.096
H: 1.217065 5.766370 -2.152449  0.111
H: 3.438863 4.745835 -2.773183  0.127
H: 5.678775 3.468123 -2.701528  0.110
H: 5.764295 1.245617 -1.608997  0.105
H: 3.694089 0.028670 -1.013103  0.105

Atoms 1-3, force components in eV/Å:
V -0.14 0.89 -1.30
C -0.12 0.06 1.30
C 0.95 -0.04 0.27

Results
expectation value of S² = 2.0194
ΔE to the lowest compared entry with this formula, charge and spin = 0.0 kJ/mol
2S+1 = 3
net charge = +1

no.,DFT total energy (eV)
1,-86532.7841
2,-22923.5550
3,-163066.8474